Molecular formula: C13H17Br2Cl3N2O3S
Method: DFT, ωB97M-V with the def2-TZVPD basis set

As for the HOMO-LUMO gap: 0.131 hartree. The LUMO energy comes out at -3.123 eV.

ORCA input file:
```
! wB97M-V def2-TZVPD RIJCOSX def2/J DEFGRID3
* xyz 0 1
C -0.691 2.708 2.221
C -1.436 3.123 0.821
C -0.422 3.309 -0.463
Cl 0.127 5.115 -0.414
C 0.907 2.294 -0.344
N 2.126 2.993 0.060
N 3.126 2.101 0.125
Br 4.794 2.928 0.582
C 3.176 0.662 -0.082
C 1.896 -0.212 -0.521
C 1.933 -1.831 -0.746
Cl 1.303 -2.879 0.696
C 2.435 -2.545 -1.960
C 2.401 -4.207 -1.968
Cl 3.062 -1.532 -3.389
C 0.608 0.768 -0.693
C -0.847 0.196 -1.180
C -1.474 -0.980 -0.174
C -3.109 -0.756 -0.153
S -3.804 -1.260 1.530
O -4.154 -2.766 1.451
O -5.032 -0.332 1.811
O -2.722 -1.037 2.829
H -1.430 2.991 3.112
H -0.512 1.537 2.339
H 0.315 3.279 2.431
H -1.968 4.175 0.998
H -2.293 2.328 0.631
H -1.043 3.124 -1.439
H 4.197 0.085 0.073
H 1.375 -4.632 -1.565
H 2.570 -4.550 -3.074
H 3.264 -4.658 -1.300
H -1.658 1.004 -1.412
H -0.651 -0.374 -2.211
H -0.974 -0.989 0.886
H -1.305 -2.063 -0.643
H -3.615 -1.334 -1.061
H -3.428 0.385 -0.296
H -2.015 -1.771 2.793
Br 4.968 -4.398 -0.300
*
```



Molecular formula: C8H8O2
Method: DFT, ωB97M-V with the def2-TZVPD basis set

As for the HOMO-LUMO gap (spin up / spin down): 0.291 / 0.265 hartree. The LUMO energy (spin up / spin down) comes out at -0.996 / -1.067 eV. Its relative energy (zero: lowest compared OMol25 entry of this formula, charge and spin) is 6.406 eV.

ORCA input file:
```
! wB97M-V def2-TZVPD RIJCOSX def2/J DEFGRID3
* xyz 0 1
C 1.953 1.270 0.895
C -0.605 -1.706 -2.305
C 0.765 1.875 0.658
C -0.234 -0.531 -1.743
C -0.831 0.052 1.573
C -0.413 -1.189 0.838
C -0.417 0.981 0.370
C -0.145 -0.411 -0.354
O 0.172 -0.696 2.006
O -1.451 1.329 -0.440
H 2.873 1.854 0.984
H 2.005 0.200 0.905
H -0.465 -1.684 -3.384
H -0.923 -2.685 -1.903
H 0.560 2.891 1.169
H -0.257 0.493 -2.198
H -1.826 0.132 1.982
H -0.761 -2.176 0.945
*
```



Molecular formula: C56H45Cl2F6NO3P2SSiTa
Method: DFT, ωB97M-V with the def2-TZVPD basis set

As for the HOMO-LUMO gap (spin up / spin down): 0.219 / 0.222 hartree. The LUMO energy (spin up / spin down) comes out at -3.830 / -3.754 eV. Its relative energy (zero: lowest compared OMol25 entry of this formula, charge and spin) is 2.680 eV.

ORCA input file:
```
! wB97M-V def2-TZVPD RIJCOSX def2/J DEFGRID3
* xyz 1 1
Ta 0.013 0.381 -1.033
C -3.117 1.916 0.190
Si -1.807 1.038 1.226
C -2.837 0.120 2.565
C -3.929 0.905 2.960
C -4.932 0.442 3.800
C -4.871 -0.853 4.270
C -3.767 -1.634 3.963
C -2.739 -1.178 3.133
P -1.125 -2.039 3.278
C -0.679 -2.753 1.658
C -1.445 -2.996 0.598
C -1.078 -3.692 -0.631
C 0.139 -3.929 -1.114
C 1.438 -3.535 -0.528
C 1.622 -3.173 0.901
C -1.566 -3.634 4.090
C -1.171 -3.805 5.414
C -1.472 -4.977 6.100
C -2.171 -5.990 5.461
C -2.571 -5.827 4.139
C -2.271 -4.657 3.459
C -0.772 2.508 1.905
C -1.511 3.670 2.165
C -0.901 4.865 2.517
C 0.481 4.929 2.604
C 1.235 3.790 2.372
C 0.621 2.583 2.046
P 1.565 1.048 1.754
C 3.343 1.477 1.906
C 3.885 1.942 3.104
C 5.243 2.204 3.203
C 6.081 1.988 2.115
C 5.558 1.492 0.930
C 4.196 1.233 0.831
C 1.382 0.257 3.395
C 2.145 -0.889 3.629
C 2.100 -1.523 4.857
C 1.296 -1.010 5.869
C 0.535 0.125 5.642
C 0.569 0.757 4.405
H -3.959 2.277 0.779
H -3.531 1.270 -0.576
H -2.667 2.776 -0.301
H -4.005 1.930 2.624
H -5.748 1.096 4.080
H -5.659 -1.253 4.895
H -3.697 -2.621 4.398
H -2.477 -2.668 0.675
H -1.923 -4.058 -1.209
H 0.218 -4.453 -2.060
H 2.282 -4.045 -0.979
H 2.540 -3.498 1.372
H -0.627 -3.010 5.910
H -1.158 -5.099 7.129
H -2.406 -6.905 5.990
H -3.117 -6.617 3.638
H -2.592 -4.539 2.431
H -2.592 3.647 2.084
H -1.506 5.742 2.710
H 0.971 5.862 2.855
H 2.314 3.843 2.448
H 3.245 2.091 3.965
H 5.651 2.570 4.136
H 7.140 2.196 2.197
H 6.208 1.299 0.085
H 3.802 0.823 -0.093
H 2.792 -1.272 2.847
H 2.690 -2.415 5.028
H 1.277 -1.488 6.841
H -0.089 0.527 6.430
H -0.029 1.644 4.247
S -1.907 -2.788 -4.311
C -3.282 -2.349 -3.346
C -4.613 -2.732 -3.499
C -5.523 -2.293 -2.558
C -5.110 -1.505 -1.475
C -3.795 -1.116 -1.341
C -2.875 -1.516 -2.306
N -1.512 -1.220 -2.323
C -0.899 -1.834 -3.293
C 0.528 -1.696 -3.458
C 1.310 -2.518 -4.263
C 2.673 -2.290 -4.342
C 3.242 -1.252 -3.607
C 2.442 -0.455 -2.795
C 1.070 -0.667 -2.721
H -4.919 -3.360 -4.325
H -6.563 -2.575 -2.649
H -5.837 -1.203 -0.732
H -3.464 -0.529 -0.498
H 0.859 -3.338 -4.813
H 3.293 -2.911 -4.974
H 4.307 -1.064 -3.667
H 2.906 0.352 -2.230
Cl 4.359 2.743 -2.588
C 3.447 3.720 -1.445
Cl 2.032 2.849 -0.787
H 3.078 4.599 -1.958
H 4.086 3.968 -0.606
O 0.622 -3.164 1.872
C 1.755 -2.081 -0.118
O 0.818 -1.079 -0.264
H 2.757 -1.736 -0.338
C -0.789 4.344 -2.393
C -1.014 2.901 -2.786
O -0.643 2.004 -1.763
C -0.165 2.564 -4.050
F -0.559 1.418 -4.615
F -0.213 3.532 -4.961
F 1.122 2.407 -3.699
C -2.515 2.667 -3.163
F -2.736 2.931 -4.453
F -2.879 1.403 -2.938
F -3.322 3.457 -2.448
H 0.273 4.507 -2.222
H -1.331 4.563 -1.475
H -1.131 5.011 -3.182
*
```